#w
ORCA calculation (ωB97M-V/def2-TZVPD) on the ion C3H8N3 with charge +1.

Properties
charge: +1
HOMO level: -0.49528 Eh
LUMO: -3.710 eV
gap between HOMO and LUMO: 0.3589 Ha
SMILES string: C[NH2+][C@]12N[C@H]1N2

Geometry (Å):
C (1.714, 0.188, 0.638)
N (0.914, 0.085, -0.582)
C (-0.538, -0.115, -0.144)
N (-1.304, -1.250, -0.505)
C (-1.914, 0.111, -0.581)
N (-1.515, 0.489, 0.746)
H (2.346, 1.080, 0.693)
H (1.195, -0.028, 1.598)
H (2.432, -0.547, 0.578)
H (1.036, -0.847, -1.078)
H (1.148, 0.765, -1.290)
H (-1.500, -1.825, 0.354)
H (-2.525, 0.399, -1.298)
H (-1.490, 1.494, 0.872)

Calculated atomic charges, method natural (NBO), unit e: -0.45 -0.51 0.30 -0.56 0.11 -0.57 0.26 0.26 0.24 0.47 0.46 0.37 0.25 0.38



#x
ORCA calculation (ωB97M-V/def2-TZVPD) on a cluster of 2 separate species, C3H8N3 in total.

Properties
charge: +1
HOMO level: -0.51301 Eh
LUMO: -4.096 eV
gap between HOMO and LUMO: 0.3625 Ha

Geometry (Å):
C (-0.644, 1.677, -0.665)
C (0.528, 1.371, -1.217)
C (-0.444, -0.379, -0.032)
N (-1.187, 0.620, 0.018)
N (-0.641, -1.685, 0.334)
N (0.830, 0.010, -0.846)
H (-1.275, 2.657, -0.829)
H (0.342, -0.716, 3.187)
H (1.254, 1.880, -1.849)
H (-0.063, -0.499, 2.633)
H (0.107, -2.285, 0.456)
H (-1.530, -2.088, 0.545)
H (1.161, -0.639, -1.646)
H (1.564, 0.076, -0.090)

Calculated atomic charges, method natural (NBO), unit e: 0.03 -0.15 0.60 -0.44 -0.79 -0.60 0.28 0.04 0.26 -0.04 0.41 0.45 0.48 0.47



#y
ORCA calculation (ωB97M-V/def2-TZVPD) on the ion C3H8N3 with charge +1.

Properties
charge: +1
HOMO level: -0.49732 Eh
LUMO: -3.925 eV
gap between HOMO and LUMO: 0.3531 Ha
SMILES string: [NH+]#C[C@@H](N)CN

Geometry (Å):
N (2.869, 0.292, -0.228)
C (1.723, 0.244, -0.228)
C (0.370, -0.093, -0.219)
N (0.461, -1.354, 0.582)
C (-1.198, 0.755, 0.336)
N (-2.182, 0.561, -0.571)
H (3.872, 0.448, -0.084)
H (0.045, -0.319, -1.290)
H (0.928, -2.140, 0.371)
H (0.126, -1.168, 1.477)
H (-1.188, 0.181, 1.303)
H (-0.852, 1.722, 0.394)
H (-2.855, -0.155, -0.383)
H (-2.120, 1.027, -1.461)

Calculated atomic charges, method natural (NBO), unit e: -0.48 0.65 -0.32 -0.80 -0.03 -0.79 0.50 0.27 0.40 0.38 0.22 0.20 0.42 0.41



#z
ORCA calculation (ωB97M-V/def2-TZVPD) on a structure of composition C3H8N3.

Properties
charge: +1
HOMO level (spin up / spin down): -0.54614 / -0.56699 Eh
LUMO (spin up / spin down): -7.929 / -4.473 eV
gap between HOMO and LUMO (spin up / spin down): 0.2547 / 0.4026 Ha

Geometry (Å):
C (-0.291, -0.896, -0.944)
C (0.987, -0.029, -0.665)
C (-1.031, -0.508, 0.341)
N (0.078, -0.473, 1.299)
N (-0.839, 0.990, 0.277)
N (0.493, 0.635, 0.554)
H (-0.641, -0.608, -1.888)
H (-0.103, -1.869, -0.934)
H (1.874, -0.436, -0.314)
H (1.402, 0.625, -1.422)
H (-2.065, -0.891, 0.405)
H (-0.196, -0.558, 2.263)
H (-0.959, 1.552, -0.579)
H (1.292, 2.465, 1.607)

Calculated atomic charges, method natural (NBO), unit e: -0.40 -0.25 0.09 -0.45 -0.31 0.11 0.24 0.24 0.24 0.25 0.26 0.44 0.39 0.16



Most favorable structure: #x. The second most favorable one is 0.640 eV above it.